1 | The following is a DFT calculation (the ωB97M-V functional and the def2-TZVPD basis) of C9H15N3O6 in the gas phase.

HOMO-LUMO gap = 10.09 eV
Highest occupied orbital energy = -9.7 eV
SMILES = NC(=O)CC[C@H](NC(=O)[C@@H](N)CC(=O)O)C(=O)O

ORCA input file:
```
! wB97M-V def2-TZVPD RIJCOSX def2/J DEFGRID3
* xyz 0 1
C -2.048 -0.786 -0.010
C -0.629 -0.889 -0.584
C -2.842 0.179 -0.879
C -3.171 -0.417 -2.229
C 1.769 -0.768 -0.091
C 2.335 -2.101 -0.622
C 2.612 -0.220 1.058
C 2.554 1.300 1.214
C 1.229 1.856 1.692
H -2.918 -0.668 1.844
H -1.704 0.438 1.599
H -2.488 -1.772 -0.142
H -2.343 1.139 -1.061
H -3.816 0.382 -0.400
H -3.300 -0.030 -4.046
H 0.108 -0.828 1.286
H 1.804 -0.079 -0.942
H 2.323 -0.687 1.997
H 3.635 -0.505 0.889
H 3.287 1.628 1.972
H 2.853 1.791 0.264
H 1.779 3.748 1.063
H 0.249 3.634 1.885
H 0.949 -2.015 -1.923
N -1.998 -0.510 1.413
N 0.375 -0.920 0.292
N 1.046 3.188 1.457
O -0.446 -0.920 -1.814
O -3.544 -1.554 -2.408
O -3.058 0.457 -3.236
O 3.322 -2.629 -0.151
O 0.392 1.180 2.278
O 1.686 -2.621 -1.663
*
```

---

2 | The following is a DFT calculation (the ωB97M-V functional and the def2-TZVPD basis) of C9H15N3O6 in the gas phase.

HOMO-LUMO gap = 10.49 eV
Highest occupied orbital energy = -10.1 eV
SMILES = NC(=O)CC[C@H](N)C(=O)N[C@@H](CC(=O)O)C(=O)O

ORCA input file:
```
! wB97M-V def2-TZVPD RIJCOSX def2/J DEFGRID3
* xyz 0 1
C -1.016 -1.693 -0.506
C 0.283 -1.541 -1.343
C -1.635 -0.438 0.157
C -2.037 0.727 -0.812
C -3.143 1.532 -0.042
C 1.757 -0.287 0.473
C 1.153 -0.617 1.883
C 1.732 1.195 0.225
C 3.046 1.750 -0.305
H -0.654 -3.737 -0.353
H -1.390 -3.154 0.899
H -1.697 -2.121 -1.297
H -2.523 -0.702 0.697
H -1.022 0.038 0.933
H -1.158 1.369 -0.962
H -2.348 0.263 -1.723
H -3.495 3.516 0.391
H -2.418 3.387 -0.798
H 2.201 -1.111 -1.485
H 2.824 -0.557 0.701
H 1.484 1.725 1.178
H 0.946 1.467 -0.504
H 4.859 1.442 -0.656
H 0.861 -2.569 1.545
N -0.627 -2.899 0.284
N -2.860 2.891 -0.037
N 1.447 -1.026 -0.744
O 0.369 -2.195 -2.391
O -4.102 1.100 0.587
O 0.985 0.293 2.692
O 3.195 2.919 -0.576
O 4.094 0.915 -0.411
O 0.888 -1.880 2.298
*
```

---

Which of them is most stable? Easy: 1.

---

1 | The following is a DFT calculation (the ωB97M-V functional and the def2-TZVPD basis) of C5H6N2O2 in the gas phase.

HOMO-LUMO gap = 10.25 eV
Highest occupied orbital energy = -9.6 eV
SMILES = CC(=O)Nc1ncco1

ORCA input file:
```
! wB97M-V def2-TZVPD RIJCOSX def2/J DEFGRID3
* xyz 0 1
C -2.638 -0.775 0.881
C -1.197 -0.371 0.865
C 0.667 0.479 -0.415
C 2.567 1.256 -0.715
C 2.684 -0.106 -0.968
H -2.903 -1.359 -0.106
H -3.140 0.008 0.763
H -3.060 -1.342 2.010
H -1.383 0.446 -0.943
H 3.502 1.904 -0.640
H 3.399 -0.600 -1.180
N -0.724 0.281 -0.203
N 1.295 1.563 -0.361
O -0.463 -0.816 1.776
O 1.394 -0.569 -0.766
*
```

---

2 | The following is a DFT calculation (the ωB97M-V functional and the def2-TZVPD basis) of 3 unconnected molecules or ions with the total composition C5H6N2O2.

HOMO-LUMO gap (alpha / beta) = 7.43 / 7.80 eV
Highest occupied orbital energy (alpha / beta) = -7.3 / -7.8 eV

ORCA input file:
```
! wB97M-V def2-TZVPD RIJCOSX def2/J DEFGRID3
* xyz 0 1
C -0.942 -1.653 1.293
C -0.988 -1.330 -0.032
C -1.424 -0.154 -0.574
C 3.127 -0.086 1.766
C -1.911 0.940 -1.057
N 0.550 1.687 -1.678
N 1.088 0.780 -1.179
O 2.482 -0.997 1.967
O 3.795 0.811 1.520
H -0.712 -2.657 1.591
H -1.543 -1.162 2.121
H -0.292 -1.881 -0.808
H -1.196 1.800 -1.191
H -2.835 1.374 -1.347
H 0.802 2.529 -2.393
*
```

---

Which of them is most stable? Easy: 1.

---

1 | The following is a DFT calculation (the ωB97M-V functional and the def2-TZVPD basis) of a gas-phase ion, C7H10N (charge +1).

HOMO-LUMO gap = 9.68 eV
Highest occupied orbital energy = -13.8 eV
SMILES = C=C1C[C@@H]1CC#[N+]C

ORCA input file:
```
! wB97M-V def2-TZVPD RIJCOSX def2/J DEFGRID3
* xyz 1 1
C 0.892 0.771 -0.112
C 1.081 0.206 -1.355
C 0.081 -2.154 -0.498
C -2.074 -0.636 0.096
C -0.055 -0.849 -1.443
C -0.827 -1.055 -0.192
C 0.520 1.987 2.045
N 0.805 1.472 0.802
H 1.033 0.993 -2.226
H 2.144 -0.066 -1.363
H -0.453 -2.998 -0.879
H 0.917 -2.431 0.151
H -2.375 0.202 -0.545
H -2.720 -1.010 0.875
H -0.520 -0.952 -2.377
H 0.103 1.287 2.819
H -0.082 2.890 1.844
H 1.529 2.343 2.356
*
```

---

2 | The following is a DFT calculation (the ωB97M-V functional and the def2-TZVPD basis) of a gas-phase ion, C7H10N (charge +1).

HOMO-LUMO gap = 9.17 eV
Highest occupied orbital energy = -13.7 eV

ORCA input file:
```
! wB97M-V def2-TZVPD RIJCOSX def2/J DEFGRID3
* xyz 1 1
C 3.664 0.028 -0.133
C 2.513 -0.135 0.171
C 0.275 -0.974 -0.483
C 1.197 -0.357 0.507
C 0.278 1.610 0.321
C -1.044 -0.256 -0.552
C -2.149 -0.625 0.476
N -0.778 1.282 -0.265
H 4.491 0.410 -0.627
H 0.570 -1.005 -1.614
H -0.008 -2.020 -0.318
H 0.796 -0.363 1.628
H 0.642 2.604 0.545
H -1.696 -0.216 -1.365
H -1.803 -0.762 1.539
H -2.663 -1.526 0.101
H -2.761 0.330 0.627
H -1.524 1.976 -0.559
*
```

---

Which of them is most stable? Easy: 1.

---

1 | The following is a DFT calculation (the ωB97M-V functional and the def2-TZVPD basis) of a gas-phase ion, C7H10N (charge +1).

HOMO-LUMO gap = 8.94 eV
Highest occupied orbital energy = -14.4 eV
SMILES = CC1=C[N+]2=C[C@H]2CC1

ORCA input file:
```
! wB97M-V def2-TZVPD RIJCOSX def2/J DEFGRID3
* xyz 1 1
C -1.884 -0.348 -2.017
C -0.089 1.364 -0.979
C 0.830 0.858 0.235
C -0.498 0.176 -1.891
C -0.568 -1.165 0.451
C 0.425 -0.401 0.854
C 1.075 -0.886 2.176
N -1.103 -0.784 -0.992
H -1.011 1.736 -0.715
H 0.411 2.291 -1.293
H 1.859 0.745 -0.143
H 0.561 1.765 0.790
H -2.933 -0.324 -2.238
H 0.195 -0.237 -2.526
H -0.992 -2.123 0.861
H 2.059 -0.523 2.084
H 0.968 -1.875 2.446
H 0.697 -0.270 2.895
*
```

---

2 | The following is a DFT calculation (the ωB97M-V functional and the def2-TZVPD basis) of a gas-phase ion, C7H10N (charge +1).

HOMO-LUMO gap = 9.46 eV
Highest occupied orbital energy = -15.3 eV
SMILES = CC1=[N+]2C[C@]2(C)C=C1

ORCA input file:
```
! wB97M-V def2-TZVPD RIJCOSX def2/J DEFGRID3
* xyz 1 1
C -0.856 1.447 0.139
C 0.517 1.435 0.234
C -1.210 0.121 -0.196
C 0.537 -1.010 0.900
C 1.058 0.118 0.032
C -2.504 -0.476 -0.250
C 2.401 -0.148 -0.576
N -0.108 -0.652 -0.385
H -1.534 2.295 0.310
H 1.335 2.104 0.370
H 1.016 -1.995 0.925
H -0.059 -0.839 1.729
H -3.356 0.040 -0.755
H -2.830 -0.621 0.771
H -2.615 -1.369 -0.835
H 2.485 -1.109 -1.157
H 3.189 0.008 0.064
H 2.537 0.652 -1.318
*
```

---

Which of them is most stable? Easy: 2.

---

1 | The following is a DFT calculation (the ωB97M-V functional and the def2-TZVPD basis) of a gas-phase ion, C4H2ClO2 (charge -1).

HOMO-LUMO gap = 7.16 eV
Highest occupied orbital energy = -3.6 eV
SMILES = O=c1c([O-])c1CCl

ORCA input file:
```
! wB97M-V def2-TZVPD RIJCOSX def2/J DEFGRID3
* xyz -1 1
C -0.283 -0.046 -0.087
C -1.270 0.681 -0.751
C -1.530 -0.146 0.413
C 1.318 -0.182 0.285
O -1.510 1.430 -1.703
O -2.179 -0.757 1.294
Cl 2.183 -1.091 -1.005
H 1.434 -0.817 1.207
H 1.838 0.927 0.345
*
```

---

2 | The following is a DFT calculation (the ωB97M-V functional and the def2-TZVPD basis) of a molecular structure, C4H2ClO2.

HOMO-LUMO gap (alpha / beta) = 7.54 / 7.54 eV
Highest occupied orbital energy (alpha / beta) = -3.9 / -3.9 eV

ORCA input file:
```
! wB97M-V def2-TZVPD RIJCOSX def2/J DEFGRID3
* xyz -1 1
C 1.049 0.174 -0.090
C 0.175 -0.874 -0.167
C -0.015 1.141 0.022
C -1.078 -0.031 0.030
O 0.315 -2.649 0.096
O -0.021 2.364 0.001
Cl 2.783 0.214 0.057
H -1.692 -0.175 -0.869
H -1.516 -0.164 0.920
*
```

---

3 | The following is a DFT calculation (the ωB97M-V functional and the def2-TZVPD basis) of a gas-phase ion, C4H2ClO2 (charge -1).

HOMO-LUMO gap (alpha / beta) = 6.64 / 6.44 eV
Highest occupied orbital energy (alpha / beta) = -2.9 / -2.6 eV

ORCA input file:
```
! wB97M-V def2-TZVPD RIJCOSX def2/J DEFGRID3
* xyz -1 1
C -1.452 0.108 0.321
C -0.531 -0.838 -0.004
C 0.619 1.326 0.192
C 0.890 -0.170 -0.001
O -0.735 -2.062 0.025
O 1.190 2.320 -0.097
Cl -3.132 0.181 -0.086
H 1.717 -0.530 0.756
H 1.433 -0.334 -1.105
*
```

---

Which of them is most stable? Easy: 1.

---

1 | The following is a DFT calculation (the ωB97M-V functional and the def2-TZVPD basis) of a molecular structure, C5H6INO.

HOMO-LUMO gap = 8.36 eV
Highest occupied orbital energy = -8.8 eV

ORCA input file:
```
! wB97M-V def2-TZVPD RIJCOSX def2/J DEFGRID3
* xyz 0 1
C 2.508 1.944 -0.457
C 1.260 2.048 -0.299
C 0.876 -1.597 -0.140
C -0.574 -1.812 0.110
C 0.077 1.625 -0.049
N 1.283 -0.459 0.486
O 1.602 -2.483 -0.587
I 3.149 -0.062 0.173
H 3.334 2.728 -0.446
H -1.236 -1.038 0.431
H -0.923 -2.225 -0.748
H -0.627 -2.560 0.827
H -0.659 1.618 -0.864
H -0.115 1.551 0.947
*
```

---

2 | The following is a DFT calculation (the ωB97M-V functional and the def2-TZVPD basis) of C5H6INO in the gas phase.

HOMO-LUMO gap = 9.49 eV
Highest occupied orbital energy = -9.1 eV
SMILES = C[C@@H](I)c1cocn1

ORCA input file:
```
! wB97M-V def2-TZVPD RIJCOSX def2/J DEFGRID3
* xyz 0 1
C -0.037 -1.736 0.549
C 1.810 -1.607 -0.504
C 0.201 -0.470 0.276
C -0.500 2.030 -0.401
C -0.795 0.828 0.427
N 1.333 -0.389 -0.365
O 1.003 -2.491 0.052
I -2.816 0.006 0.039
H -0.806 -2.206 1.111
H 2.727 -1.963 -1.057
H -0.260 1.792 -1.452
H 0.479 2.536 0.109
H -1.490 2.638 -0.220
H -0.849 1.030 1.436
*
```

---

Which of them is most stable? Easy: 2.

---

1 | The following is a DFT calculation (the ωB97M-V functional and the def2-TZVPD basis) of 8 unconnected molecules or ions with the total composition C5H26NO8.

HOMO-LUMO gap = 7.92 eV
Highest occupied orbital energy = -5.0 eV

ORCA input file:
```
! wB97M-V def2-TZVPD RIJCOSX def2/J DEFGRID3
* xyz -1 1
C -0.323 1.460 -2.058
N -0.433 0.450 -1.047
C -1.688 0.048 -0.467
C -1.690 0.283 1.051
C -0.490 -0.385 1.818
O -0.160 -1.658 1.355
C -0.409 1.005 -3.528
H -1.080 2.203 -1.910
H 0.696 1.856 -2.004
H 0.318 -0.217 -0.982
H -2.522 0.567 -0.943
H -1.887 -1.023 -0.607
H -1.398 1.333 1.030
H -2.617 0.080 1.581
H 0.299 0.344 1.621
H -0.728 -0.485 2.879
H -1.398 0.784 -3.926
H -0.055 1.861 -4.120
H 0.371 0.266 -3.722
H 1.817 0.911 3.796
H 1.704 -0.372 3.078
O 1.696 -0.027 3.981
H -2.176 -3.010 1.051
H -1.429 -2.775 2.282
O -2.185 -3.316 1.965
H -2.036 3.556 1.463
H -1.170 2.796 0.455
O -1.631 3.621 0.598
H 0.336 -3.147 -0.718
H 0.491 -1.772 0.131
O 0.795 -2.307 -0.764
H 2.297 -4.339 -1.626
H 2.647 -2.966 -1.285
O 3.027 -3.725 -1.765
H 0.826 4.194 0.624
H 0.997 2.622 0.444
O 1.134 3.378 1.022
H 2.835 -0.603 -1.025
H 2.333 -1.077 0.355
O 2.885 -0.412 -0.084
*
```

---

2 | The following is a DFT calculation (the ωB97M-V functional and the def2-TZVPD basis) of 8 unconnected molecules or ions with the total composition C5H26NO8.

HOMO-LUMO gap = 8.43 eV
Highest occupied orbital energy = -5.4 eV

ORCA input file:
```
! wB97M-V def2-TZVPD RIJCOSX def2/J DEFGRID3
* xyz -1 1
C 0.460 -1.855 -1.149
N 1.159 -0.566 -0.736
C -2.165 0.420 -1.308
C -1.298 0.189 -0.096
C 0.157 0.504 -0.346
C 0.867 1.112 0.925
O 0.984 0.153 1.913
H -0.072 -2.262 -0.195
H 1.317 -2.550 -1.257
H -0.248 -1.656 -1.937
H 1.645 -0.741 0.304
H -1.849 1.249 -1.986
H -2.149 -0.530 -1.942
H -3.201 0.674 -0.968
H -1.669 0.928 0.735
H -1.413 -0.771 0.454
H 0.425 1.233 -1.203
H 2.000 1.380 0.681
H 0.339 2.011 1.403
H 0.537 0.884 -3.630
H -0.776 0.130 -3.687
O -0.380 1.045 -3.885
H -0.495 2.599 -2.658
H -0.719 2.700 -1.154
O -0.896 3.166 -1.929
H -0.081 2.035 3.624
H 0.521 0.617 3.369
O 0.090 1.238 4.091
H 1.987 1.271 -2.397
H 1.775 -0.307 -2.518
O 2.086 0.516 -3.020
H 0.197 -1.272 2.291
H -0.300 -0.709 3.602
O -0.200 -1.610 3.162
H -2.885 -1.828 2.460
H -1.364 -1.924 2.221
O -2.214 -2.130 1.820
H 2.397 -1.236 2.138
H 2.444 -2.331 1.092
O 2.985 -1.778 1.712
*
```

---

3 | The following is a DFT calculation (the ωB97M-V functional and the def2-TZVPD basis) of 9 unconnected molecules or ions with the total composition C5H26NO8.

HOMO-LUMO gap = 8.83 eV
Highest occupied orbital energy = -5.8 eV

ORCA input file:
```
! wB97M-V def2-TZVPD RIJCOSX def2/J DEFGRID3
* xyz -1 1
C 1.794 0.292 -1.441
O 2.432 0.250 -2.469
C 1.938 -0.663 -0.292
C 1.787 0.067 1.029
C 0.790 -0.631 2.024
C -1.361 -0.114 3.156
N -0.182 0.357 2.449
H 1.935 3.787 2.177
H 1.084 1.103 -1.249
H 2.844 -1.289 -0.342
H 1.225 -1.500 -0.410
H 2.644 0.043 1.688
H 1.411 1.092 0.813
H 1.395 -1.062 2.857
H 0.367 -1.542 1.561
H -1.689 -1.084 2.715
H -2.109 0.742 3.194
H -1.186 -0.187 4.239
H -0.343 1.046 1.728
H -2.628 0.430 -3.487
H -2.338 -1.875 -1.164
O -1.798 0.201 -3.056
H -0.542 2.220 -2.298
H -1.671 0.917 -2.280
O -0.962 1.951 -1.468
H 0.087 2.640 -0.701
H 0.031 4.029 -0.233
O 0.671 3.309 -0.117
H 2.224 -4.475 -0.681
H -0.676 -3.193 -1.629
O -0.272 -4.038 -1.305
H -2.671 2.508 -1.260
H -2.923 3.347 0.023
O -3.374 2.857 -0.667
H 2.918 -3.344 0.444
H 1.393 3.511 2.600
O 2.606 -3.636 -0.404
H -1.651 -1.373 -2.477
H -1.098 -4.526 -1.210
O -2.100 -2.169 -2.052
*
```

---

Which of them is most stable? Easy: 1.

---

1 | The following is a DFT calculation (the ωB97M-V functional and the def2-TZVPD basis) of a molecular structure, C9H17I2N5ReS2.

HOMO-LUMO gap (alpha / beta) = 4.99 / 5.49 eV
<S²> = 3.827
Highest occupied orbital energy (alpha / beta) = -21.4 / -21.5 eV

ORCA input file:
```
! wB97M-V def2-TZVPD RIJCOSX def2/J DEFGRID3
* xyz 4 4
Re -0.297 0.920 1.304
I -2.439 2.596 1.362
C -2.435 2.513 3.507
I -1.090 0.954 4.086
H -3.441 2.273 3.844
H -2.068 3.464 3.881
C 3.204 -2.146 0.171
C 3.123 -1.711 1.652
C 2.796 -0.270 1.774
N 1.638 0.295 1.550
N 1.591 1.673 1.708
C 2.769 2.199 2.060
N 3.026 3.461 2.273
S 3.968 0.925 2.196
H 3.436 -3.209 0.140
H 3.995 -1.617 -0.359
H 2.259 -1.980 -0.348
H 4.074 -1.902 2.150
H 2.366 -2.290 2.184
H 2.341 4.191 2.121
H 3.956 3.774 2.534
C -3.025 -2.562 -1.730
N -2.352 -1.378 -2.289
C -2.540 -1.001 -3.718
C -1.729 0.306 -3.863
N -1.186 0.477 -2.483
C -1.596 -0.504 -1.699
S -1.128 -0.791 -0.006
H -2.857 -3.407 -2.393
H -4.097 -2.380 -1.670
H -2.646 -2.802 -0.740
H -3.601 -0.882 -3.925
H -2.172 -1.807 -4.348
H -2.337 1.161 -4.140
H -0.915 0.217 -4.576
H -0.590 1.241 -2.212
*
```

---

2 | The following is a DFT calculation (the ωB97M-V functional and the def2-TZVPD basis) of a molecular structure, C9H17I2N5ReS2.

HOMO-LUMO gap (alpha / beta) = 4.70 / 4.82 eV
<S²> = 3.829
Highest occupied orbital energy (alpha / beta) = -20.8 / -20.9 eV

ORCA input file:
```
! wB97M-V def2-TZVPD RIJCOSX def2/J DEFGRID3
* xyz 4 4
Re 0.551 -1.185 -0.589
I 0.136 -3.576 0.739
C 2.173 -4.081 0.208
I 3.083 -2.210 -0.404
H 2.180 -4.775 -0.636
H 2.711 -4.501 1.062
C -3.473 -2.198 -2.480
C -3.175 -0.742 -2.809
C -1.742 -0.395 -2.929
N -0.817 -0.561 -2.015
N 0.407 -0.107 -2.327
C 0.521 0.390 -3.558
N 1.614 0.837 -4.127
S -1.068 0.366 -4.348
H -4.528 -2.297 -2.225
H -2.860 -2.574 -1.662
H -3.328 -2.846 -3.350
H -3.598 -0.136 -1.990
H -3.716 -0.447 -3.715
H 2.516 0.811 -3.664
H 1.607 1.211 -5.071
C 0.778 0.104 3.906
N 0.747 1.356 3.227
C 1.096 2.610 3.856
C 0.911 3.644 2.741
N 0.430 2.842 1.645
C 0.349 1.559 1.975
S -0.532 0.356 1.024
H -0.207 -0.141 4.331
H 1.478 0.137 4.742
H 1.056 -0.693 3.212
H 2.117 2.575 4.263
H 0.443 2.810 4.724
H 1.836 4.175 2.464
H 0.194 4.435 3.007
H 0.111 3.246 0.772
*
```

---

Which of them is most stable? Easy: 1.